The following is a DFT calculation (ωB97M-V/def2-TZVPD) of an isolated molecule of C22H34N4O3.

**LUMO energy**: 0.628 eV
**Net charge**: 0
**DFT total energy**: -1303.5233 Eh
**E_HOMO**: -7.922 eV
**Structure (SMILES)**: Cc1cccc(C)c1NC(=O)NC1(C(=O)NCCN2CCOCC2)CCCCC1

Positions of all 63 atoms, in Å:
C  4.36  -0.38  -1.01
C  4.19  -1.87  -1.07
C  4.84  -2.60  -2.06
C  4.72  -3.98  -2.11
C  3.96  -4.65  -1.17
C  3.30  -3.95  -0.18
C  2.47  -4.66  0.85
C  3.40  -2.55  -0.14
N  2.73  -1.84  0.88
C  1.72  -0.94  0.73
O  1.24  -0.39  1.72
N  1.30  -0.75  -0.54
C  0.32  0.23  -1.02
C  -1.10  -0.25  -0.62
O  -1.94  -0.58  -1.44
N  -1.31  -0.29  0.71
C  -2.56  -0.78  1.24
C  -3.63  0.31  1.37
N  -3.40  1.14  2.54
C  -2.49  2.25  2.33
C  -3.16  3.43  1.61
O  -4.31  3.87  2.31
C  -5.23  2.81  2.47
C  -4.59  1.63  3.21
C  0.44  0.27  -2.55
C  -0.43  1.37  -3.16
C  -0.11  2.73  -2.55
C  -0.29  2.67  -1.04
C  0.64  1.62  -0.44
H  5.37  -0.11  -1.32
H  4.19  -0.01  -0.01
H  3.66  0.12  -1.68
H  5.44  -2.08  -2.79
H  5.23  -4.53  -2.89
H  3.88  -5.72  -1.20
H  2.95  -4.62  1.83
H  2.33  -5.70  0.58
H  1.49  -4.19  0.94
H  2.89  -2.14  1.83
H  1.68  -1.37  -1.24
H  -0.53  -0.15  1.34
H  -2.38  -1.22  2.22
H  -2.94  -1.55  0.56
H  -4.60  -0.19  1.50
H  -3.66  0.88  0.43
H  -1.63  1.91  1.75
H  -2.14  2.59  3.31
H  -2.49  4.29  1.57
H  -3.44  3.15  0.59
H  -6.07  3.22  3.04
H  -5.60  2.48  1.48
H  -5.31  0.82  3.32
H  -4.29  1.97  4.21
H  0.14  -0.69  -2.95
H  1.49  0.45  -2.81
H  -1.47  1.12  -2.99
H  -0.26  1.39  -4.24
H  -0.77  3.49  -2.98
H  0.92  3.01  -2.79
H  -0.06  3.64  -0.60
H  -1.32  2.43  -0.81
H  0.56  1.61  0.64
H  1.67  1.86  -0.69

=====

The following is a DFT calculation (ωB97M-V/def2-TZVPD) of a structure of composition C3H6N2 at a distorted geometry.

**LUMO energy**: 0.205 eV
**Net charge**: 0
**DFT total energy**: -227.2659 Eh
**E_HOMO**: -8.499 eV

Positions of all 11 atoms, in Å:
C  -0.38  -1.06  1.33
N  0.14  -0.19  0.21
C  0.36  0.36  -1.54
C  -0.13  1.62  -1.02
N  -0.53  2.42  -0.28
H  -0.52  -0.37  2.20
H  0.31  -1.83  1.71
H  -1.36  -1.53  1.18
H  1.02  0.15  0.56
H  1.39  0.48  -2.00
H  -0.29  -0.05  -2.34

=====

The following is a DFT calculation (ωB97M-V/def2-TZVPD) of a structure of composition C33H57BrMgN2O2Si at a distorted geometry.

**LUMO energy**: 0.570 eV
**Net charge**: 0
**DFT total energy**: -4615.3003 Eh
**E_HOMO**: -7.918 eV

Positions of all 97 atoms, in Å:
O  0.71  -2.67  -0.07
O  -2.26  -2.33  -5.01
C  1.97  -2.68  -0.79
C  3.00  -3.48  0.00
H  2.28  -1.63  -0.86
H  1.91  -3.06  -1.82
H  3.15  -2.96  0.96
H  3.92  -3.57  -0.60
H  2.63  -4.49  0.22
C  -0.40  -3.48  -0.57
C  -0.16  -4.21  -1.87
H  -1.28  -2.84  -0.68
H  -0.62  -4.14  0.29
H  -0.35  -3.59  -2.74
H  -0.82  -5.07  -1.98
H  0.85  -4.60  -1.92
C  -3.01  -1.93  -3.87
C  -1.39  -1.32  -5.48
C  -3.81  -3.09  -3.32
H  -3.70  -1.09  -4.14
H  -2.37  -1.56  -3.03
H  -4.30  -3.63  -4.12
H  -4.58  -2.73  -2.65
H  -3.22  -3.80  -2.76
C  -0.71  -1.80  -6.74
H  -0.58  -1.09  -4.76
H  -1.93  -0.37  -5.67
H  -0.13  -2.70  -6.58
H  -0.04  -1.04  -7.15
H  -1.46  -2.05  -7.49
H  0.24  1.22  -1.46
N  1.71  0.99  2.19
C  1.56  2.25  2.61
C  0.36  2.97  2.47
C  -0.90  2.44  2.18
C  2.73  2.96  3.23
H  3.62  2.88  2.59
H  2.97  2.54  4.22
H  2.47  4.01  3.37
C  -2.03  3.46  2.24
H  -2.51  3.45  3.23
H  -2.80  3.29  1.47
H  -1.59  4.45  2.10
N  -1.16  1.15  1.95
C  2.91  0.26  2.47
C  3.89  0.13  1.47
C  3.78  0.86  0.16
C  4.98  -0.71  1.71
H  5.75  -0.80  0.95
C  5.08  -1.39  2.93
H  5.92  -2.06  3.09
C  4.11  -1.24  3.92
H  4.18  -1.78  4.86
C  3.03  -0.39  3.71
C  1.96  -0.22  4.76
C  -2.48  0.70  2.28
C  -3.44  0.49  1.27
C  -3.12  0.78  -0.17
C  -4.72  0.06  1.64
H  -5.45  -0.12  0.86
C  -5.03  -0.15  2.99
H  -6.02  -0.51  3.26
C  -4.09  0.11  3.99
H  -4.33  0.00  5.04
C  -2.80  0.53  3.64
C  -1.80  0.87  4.70
Mg  0.21  -0.46  2.10
H  3.44  0.20  -0.66
H  4.77  1.23  -0.14
H  3.10  1.72  0.20
H  1.67  0.83  4.90
H  2.31  -0.59  5.73
H  1.06  -0.81  4.52
H  -3.96  0.47  -0.80
H  -2.23  0.22  -0.49
H  -2.95  1.85  -0.38
H  -0.78  0.54  4.46
H  -2.07  0.39  5.65
H  -1.75  1.96  4.89
H  0.42  4.03  2.68
C  0.41  0.68  -2.38
Si  0.43  2.59  -2.66
H  1.33  0.08  -2.44
H  -0.46  0.12  -2.73
C  1.77  2.62  -3.93
C  0.91  3.57  -1.11
C  -1.39  2.85  -3.00
H  -1.92  1.92  -3.25
H  -1.57  3.52  -3.85
H  -1.96  3.28  -2.17
H  2.70  2.22  -3.51
H  2.02  3.60  -4.32
H  1.52  2.00  -4.79
H  1.63  3.05  -0.46
H  0.06  3.82  -0.45
H  1.37  4.54  -1.37
Br  -0.33  -2.52  3.07

=====

The following is a DFT calculation (ωB97M-V/def2-TZVPD) of a structure of composition C20H47InN3O5.

**LUMO energy**: 1.724 eV
**Net charge**: -1
**DFT total energy**: -1520.8064 Eh
**E_HOMO**: -4.465 eV

Positions of all 76 atoms, in Å:
C  -0.31  -0.45  -1.90
C  1.21  -0.55  -1.91
C  1.76  -1.77  -2.64
O  0.93  -2.89  -2.48
C  1.58  -4.13  -2.81
In  0.53  -5.99  -2.20
O  -0.48  -5.73  -0.39
C  -1.72  -5.12  -0.49
C  -1.60  -3.59  -0.33
C  -1.01  -3.29  1.04
C  -2.92  -2.85  -0.50
C  -3.60  -2.76  -1.90
C  -4.08  -1.33  -2.12
C  -2.71  -3.16  -3.08
H  -0.75  -1.35  -1.49
H  -0.63  0.39  -1.29
H  -0.71  -0.31  -2.91
H  1.57  -0.53  -0.87
H  1.61  0.35  -2.40
H  2.76  -2.01  -2.27
H  1.89  -1.53  -3.71
H  1.71  -4.17  -3.91
H  2.59  -4.12  -2.38
H  -0.67  -6.50  -3.40
H  1.75  -7.25  -1.92
H  -2.22  -5.35  -1.44
H  -2.39  -5.48  0.31
H  -0.88  -3.24  -1.08
H  -1.74  -3.51  1.83
H  -0.13  -3.91  1.21
H  -0.73  -2.24  1.14
H  -2.76  -1.82  -0.16
H  -3.63  -3.28  0.23
H  -4.49  -3.40  -1.89
H  -3.23  -0.68  -2.35
H  -4.59  -0.93  -1.24
H  -4.78  -1.27  -2.96
H  -2.61  -4.23  -3.21
H  -3.14  -2.77  -4.01
H  -1.71  -2.73  -2.98
C  2.11  2.48  0.01
O  1.48  2.57  -1.03
N  1.63  2.85  1.22
C  2.40  2.70  2.44
C  0.28  3.37  1.29
H  3.13  2.07  0.06
H  1.90  2.04  3.14
H  2.56  3.68  2.91
H  3.37  2.28  2.19
H  -0.44  2.64  0.91
H  0.18  4.28  0.69
H  0.05  3.60  2.32
C  -0.60  6.22  -4.50
O  -1.19  7.27  -4.70
N  0.05  5.92  -3.37
C  0.75  4.67  -3.16
C  0.04  6.90  -2.30
H  -0.54  5.42  -5.26
H  0.35  4.11  -2.32
H  1.81  4.84  -2.98
H  0.66  4.05  -4.06
H  -0.98  7.12  -1.98
H  0.49  7.84  -2.62
H  0.61  6.50  -1.46
C  2.30  0.47  5.97
O  1.76  0.66  4.90
N  1.76  0.80  7.16
C  2.44  0.55  8.41
C  0.44  1.42  7.17
H  3.30  0.00  6.06
H  1.86  -0.13  9.05
H  2.61  1.47  8.96
H  3.40  0.08  8.21
H  -0.29  0.76  6.70
H  0.45  2.35  6.62
H  0.16  1.61  8.20